88
Properties=species:S:1:pos:R:3 method="wB97M-V/def2-TZVPD" spin_multiplicity=6 charge=+4 homo_lumo_gap_ev="3.68 / 3.96" homo_energy_ev="-14.532 / -17.339" s_squared=8.811 e_lumo_ev="-10.856 / -13.379"
H -1.88361 1.23420 -0.14294
C 6.13562 -1.78048 -0.57326
H -3.27415 -5.09635 0.01737
S 0.66554 -1.08872 3.23139
C -3.68758 -2.88101 -2.88332
C -2.41571 -5.08274 -0.61347
H 2.65809 -0.24323 -0.95188
C 2.87357 1.57551 5.12454
C 3.55878 -0.80315 -0.95189
H -2.77939 7.48628 -4.72285
H 1.13348 7.86653 -2.90344
C 5.98646 -0.42597 -0.92637
C -0.17613 -2.79024 5.26737
C -3.53539 -1.33485 -1.08732
H 8.13976 -0.23259 -1.32072
H -3.21523 -2.82215 6.77291
H -1.91345 5.35850 -7.45147
C 1.04046 6.63676 -4.67355
H 3.22481 3.69476 4.92073
C -4.16872 -1.30079 1.63724
H -0.44287 -5.02156 -2.13093
C 0.49857 7.42938 -3.67224
C -2.05154 5.21118 -6.33784
H 5.25576 -3.67165 -0.47165
H 0.25047 -3.38710 -2.32012
Ir -0.78391 -1.83200 0.45012
H -1.46664 0.22494 4.26063
H 1.57652 3.77191 2.83212
H 7.13286 -2.17910 -0.34751
H 0.64309 5.63022 -6.51132
C -2.62523 0.87836 0.58993
P -2.83227 -0.91530 0.52972
H -5.10408 0.13610 -0.92600
C 1.81936 2.83083 3.34903
C -3.03841 -2.46588 -1.75278
C -1.19485 -3.13581 6.14927
H -3.20049 -0.37359 5.89981
H -2.59040 -5.58630 -1.54688
H -3.25949 -3.73483 -3.36621
C 2.74736 2.82865 4.41089
H 1.94078 -0.33063 5.52317
H -3.62163 1.34090 0.38015
C -2.42735 -1.09830 5.69458
H -1.61970 -5.56648 -0.04457
P -1.73433 -3.36734 -0.96043
C -0.67420 -3.98024 -2.30978
H 2.55898 -5.13861 0.60342
S 2.16126 -3.00063 -0.20240
H 3.68549 1.43606 5.81673
C 1.97383 0.57473 4.88363
C 1.11936 1.67728 2.93627
C -0.86342 7.82444 -3.76271
O -0.19000 -0.56001 2.04036
C 4.71133 0.02663 -1.24490
H 4.46234 1.01563 -1.55486
C 1.22031 0.53063 3.72234
H -5.14980 -2.46619 -4.36896
C -1.69438 7.31342 -4.78760
C -0.31129 -1.54494 4.60495
C 0.23877 6.12666 -5.67053
H 0.45659 1.66733 2.10061
H -1.18267 -3.86735 -3.28242
C -1.41753 -0.71642 4.80471
H -1.17219 8.71989 -3.15303
H -5.80902 -0.31673 -3.42838
H -2.29479 1.24977 1.60429
C 3.72246 -2.10266 -0.54514
H -3.12533 5.36430 -6.19630
C -4.69533 -2.08760 -3.47911
C -1.17710 6.25105 -5.59784
H 3.81637 -4.08329 1.29943
H -1.83537 4.09836 -6.15884
H 7.10243 1.03458 -2.08638
C 5.03686 -2.64180 -0.50154
H -3.77354 -1.73447 2.58171
H -1.19746 -4.10951 6.54348
H 7.47164 1.01691 -0.31610
C 7.26137 0.40005 -1.19539
H -4.76570 -0.39450 1.80371
C -5.15364 -0.99606 -2.83242
H 2.07958 -4.06243 1.89221
H -4.74610 -2.07983 1.22958
C -2.40572 -2.38831 6.22015
C 2.74229 -4.16011 1.06615
H 0.77686 -3.27401 5.08648
H 2.10885 6.35796 -4.61814
O 1.29338 -1.94881 0.56223
C -4.60454 -0.61801 -1.55962


75
Properties=species:S:1:pos:R:3 method="wB97M-V/def2-TZVPD" spin_multiplicity=1 charge=0 homo_lumo_gap_ev=6.62 e_above_lowest_kcal_mol=204.91 homo_energy_ev=-9.017 smiles="NCCc1c(Cl)ccc2c1C(=O)NC2=O.COP(=O)(OC)OC.COP(=O)(OC)OC.COP(=O)(OC)OC" e_lumo_ev=-2.401
H 1.27043 -2.67637 3.99793
C 3.11413 0.78052 1.23047
C 1.26837 -0.73840 0.61921
H 4.66481 2.30216 1.70325
H 1.77118 -4.33097 2.54733
O 0.50798 -1.64948 0.67876
H -0.50804 -0.92757 -4.54793
O -5.25651 0.84607 -3.85448
H -2.99558 1.28469 0.16096
H 2.69436 -3.45059 0.43652
O -4.04394 1.31802 -1.61967
P -2.80806 1.62499 5.50072
H -3.88216 -0.25396 7.65391
H -1.53123 1.41391 -4.24485
C 3.71951 -1.70276 1.41565
H -3.38364 3.76193 4.00308
C 2.75571 -0.65207 1.10418
C -3.64914 2.91944 3.36193
H 3.43956 -4.11895 3.33055
O -2.98433 0.23264 -3.44018
H 4.24527 -3.83544 1.24905
C 3.31921 -3.19862 1.32730
O -5.91502 -0.09281 -1.79155
O -3.57793 1.67399 4.05943
C 1.81250 1.56705 0.86207
Cl 6.32744 -2.49481 2.18807
H -0.55572 -2.67006 -4.22181
H 2.83843 -2.04450 4.06673
O 1.45201 2.65389 1.18632
C 4.18230 -1.38174 -6.33745
H -7.59074 -1.26107 -1.62956
C 4.44133 1.21825 1.62718
H 1.73181 0.54692 -0.76904
C -0.63308 1.54985 3.94815
H -2.96969 2.89009 2.50895
O -2.18223 0.26642 5.73195
C -6.92288 -0.89226 -2.40883
H 3.53850 2.11335 -3.81168
H -7.50211 -0.28935 -3.10746
C -4.19780 0.78779 7.60807
C 0.00133 -1.74951 -4.04544
O 2.11506 -0.03604 -3.38327
O 2.99039 0.89905 -5.38900
H 4.42424 -2.40424 -6.62852
H -4.66692 3.06240 2.99768
C 2.62437 -3.63166 2.71639
H -6.48120 -1.74382 -2.92708
H -5.19145 0.87081 8.04991
H -2.96387 2.30275 -3.69258
P 2.21159 -0.49953 -4.82343
C 5.41809 0.15683 1.90579
O 3.55463 -1.40238 -5.05393
N 2.12446 -2.47559 3.48616
O -4.27612 1.21591 6.24928
C 3.99610 1.47474 -4.56666
H 4.63282 2.09099 -5.20410
H 0.03742 -1.56645 -2.97203
O -1.41483 2.33490 4.83924
H -1.25905 0.94925 3.28601
H -0.03393 2.23045 3.34068
H -3.50658 1.41291 8.17403
H -3.02806 1.32751 -5.18987
N 1.08112 0.59452 0.03788
O 1.32334 -1.91855 -4.55913
H 5.10591 -0.80494 -6.27373
H -2.05426 1.72216 -1.27830
H 0.04086 0.90636 4.51354
H 4.61200 0.71069 -4.08989
P -4.51490 0.19679 -2.70609
C 5.07354 -1.27884 1.81387
H 3.53690 -0.94262 -7.10029
C -2.83630 1.06587 -0.89530
H 6.45303 0.42138 2.22061
H -2.51323 0.02843 -0.99523
C -2.62153 1.38929 -4.18046


74
Properties=species:S:1:pos:R:3 method="wB97M-V/def2-TZVPD" spin_multiplicity=1 charge=+1 homo_lumo_gap_ev=8.73 e_above_lowest_kcal_mol=0.00 homo_energy_ev=-11.885 e_lumo_ev=-3.157
H 0.71750 1.22427 -3.81197
N 2.41656 -4.16270 -1.28186
Si 2.09651 1.20640 -1.76040
H 2.98329 -4.24856 -0.45926
Si 1.22840 2.70372 2.01320
H 3.85614 2.51659 -2.87761
H 0.26251 3.84353 -3.27766
O -1.94789 -4.49136 -0.84932
H -3.24694 4.99726 -1.14985
H 4.16957 0.40016 -0.66281
H -2.97645 -3.83757 1.36619
H -1.05428 2.82327 2.95749
C 1.32056 0.47933 -3.28889
F -5.00175 0.53729 3.03403
H 0.92519 -4.32063 2.88117
N -1.80820 -2.13982 1.82484
H 3.37448 -0.89827 -1.55516
C 3.19997 -0.04112 -0.90069
C 1.16711 -5.35198 1.04862
C -2.37533 2.14498 -2.75948
H -1.70064 -2.15389 2.83366
C 2.02255 1.21041 2.77893
F -2.36336 0.44759 2.55580
N 0.47067 -4.59419 -2.46579
H 2.88920 4.46537 2.38806
C 0.47633 -4.27721 1.88781
O -0.91873 -2.52380 -0.63428
H 3.34361 3.49503 0.98718
F -5.30135 1.84972 0.63294
H 0.98044 -6.33037 1.49086
C -0.14992 3.43213 3.00486
C -0.27866 4.40199 -2.51254
H -0.26651 -5.68384 -0.46201
Sb -3.91205 1.09720 1.63299
H 2.24884 -5.21794 1.05495
H -0.79086 5.23286 -3.00761
C 1.18704 -4.68732 -1.34227
N 0.70304 -5.40793 -0.33546
F -3.46762 2.78638 2.33809
C 2.49996 3.95971 1.49927
H 0.81929 -4.00079 -3.20034
H 0.70125 -3.28848 1.47759
F -2.72564 1.44788 0.15097
C -2.57040 4.40146 -0.52956
Hg -0.53239 -0.59157 0.56943
H 2.84396 0.83431 2.16669
C -1.94696 -3.48400 1.27701
H 2.07542 4.72396 0.84594
H 0.14167 3.51840 4.05515
C 3.04390 2.75459 -2.18474
H -1.33247 -4.45994 3.06285
H -2.72277 1.27574 -2.20530
H 0.66923 -0.36454 -3.04752
H 2.76339 -0.41280 0.02854
C -1.60888 -3.48859 -0.20063
H -2.65078 -1.60590 1.62868
H -0.54570 -4.55580 -2.30273
H 3.48472 3.21908 -1.30195
H 2.42629 1.47793 3.75942
F -4.06582 -0.61028 0.80567
H 1.29829 0.40714 2.93022
Sb 0.15735 1.88641 -0.21060
H -1.94729 5.08587 0.04884
Si -1.54324 3.35206 -1.63715
H 0.44370 4.83408 -1.81684
H -1.70529 1.81839 -3.55580
H 2.74951 -3.57615 -2.02477
C -1.05070 -4.49026 2.00761
H -1.32240 -5.48426 1.64809
H -0.40036 4.43031 2.64065
H -3.25263 2.61163 -3.21645
H -3.17282 3.82009 0.16143
H 2.09456 0.13347 -3.97912
H 2.40505 3.49386 -2.66730


Going through the records in order, we get strongest force on any atom values of 3.6, 9.0, 0.8 eV/A.
Going through the records in order, we get E_tot values of -86218.6769, -92313.7757, -83467.4660 eV.